Entry 1
The following is a DFT calculation (ωB97M-V with the def2-TZVPD basis set) of a single C4H11NS molecule.

Summary:
- Kohn-Sham gap: 9.53 eV

XYZ file:
```
17
Properties=species:S:1:pos:R:3:nbo_charge:R:1
C -0.016 2.649 0.866 -0.641
C 0.923 1.534 0.492 -0.554
S 0.732 0.041 1.517 0.149
C -0.289 -1.262 0.688 -0.315
N -0.483 -1.044 -0.744 -0.624
C -0.486 -2.302 -1.477 -0.419
H -0.884 2.836 0.234 0.218
H 0.479 3.626 0.937 0.208
H -0.422 2.623 1.882 0.225
H 1.869 1.939 0.129 0.239
H 0.665 1.090 -0.485 0.209
H -1.235 -1.301 1.232 0.193
H 0.228 -2.184 0.957 0.187
H 0.297 -0.456 -0.999 0.348
H 0.487 -2.810 -1.502 0.172
H -0.556 -2.034 -2.536 0.201
H -1.309 -2.942 -1.191 0.202
```

Entry 2
The following is a DFT calculation (ωB97M-V with the def2-TZVPD basis set) of 2 unconnected molecules or ions with the total composition C4H11NS.

Summary:
- Kohn-Sham gap: 6.25 eV

XYZ file:
```
17
Properties=species:S:1:pos:R:3:nbo_charge:R:1
C 1.088 1.015 -0.109 -0.260
N 1.878 0.096 -0.731 -0.162
C 1.775 -1.175 -0.136 -0.509
C -2.917 -0.526 -1.025 -0.756
S -1.672 0.324 -0.033 -0.207
C 0.753 0.950 1.353 -0.677
H 1.539 1.986 -0.344 0.233
H 0.043 0.897 -0.654 0.282
H 2.024 -1.085 0.933 0.222
H 2.464 -1.853 -0.635 0.213
H 0.749 -1.586 -0.033 0.250
H -3.878 -0.567 -0.509 0.234
H -2.570 -1.491 -1.375 0.211
H -3.171 0.096 -1.882 0.214
H 0.275 1.876 1.671 0.236
H 0.037 0.166 1.447 0.246
H 1.583 0.878 2.064 0.230
```

The winner here is entry 1, beating the second structure by 2.817 eV.

Entry 1
The following is a DFT calculation (ωB97M-V with the def2-TZVPD basis set) of a single C4H11NS molecule.

Summary:
- Kohn-Sham gap: 8.85 eV

XYZ file:
```
17
Properties=species:S:1:pos:R:3:nbo_charge:R:1
C 0.152 -0.431 1.822 -0.634
C 1.291 0.576 1.679 -0.546
S 1.378 1.405 0.078 0.122
C -0.233 1.239 -0.909 -0.305
N -0.119 0.077 -1.720 -0.665
C -0.989 -1.057 -1.635 -0.405
H 0.600 -1.428 1.691 0.210
H -0.581 -0.515 1.018 0.210
H -0.419 -0.516 2.746 0.218
H 2.243 0.089 1.882 0.219
H 1.254 1.244 2.548 0.209
H -0.093 2.163 -1.476 0.207
H -1.254 1.253 -0.541 0.219
H 0.619 0.028 -2.394 0.381
H -1.540 -1.097 -0.689 0.189
H -0.515 -2.036 -1.716 0.199
H -1.793 -0.995 -2.383 0.171
```

Entry 2
The following is a DFT calculation (ωB97M-V with the def2-TZVPD basis set) of 2 unconnected molecules or ions with the total composition C4H11NS.

Summary:
- Kohn-Sham gap: 8.45 eV

XYZ file:
```
17
Properties=species:S:1:pos:R:3:nbo_charge:R:1
C 0.255 -0.497 -2.917 -0.449
C 0.177 1.751 1.747 -0.829
C -0.086 -1.430 -2.033 -0.318
C -1.097 0.273 0.062 -0.949
N 0.795 -0.568 2.187 -1.157
S -0.821 0.315 1.666 0.980
H 1.174 -0.731 -3.196 0.185
H 0.973 -1.612 1.970 0.388
H -0.299 0.038 -3.671 0.201
H -0.419 2.460 1.040 0.242
H 1.237 1.498 1.403 0.278
H 0.047 2.071 2.797 0.227
H -1.077 -1.825 -1.847 0.184
H 0.660 -2.120 -1.558 0.189
H -2.075 -0.222 -0.106 0.227
H -0.552 0.841 -0.686 0.237
H 1.107 -0.242 3.143 0.363
```

The winner here is entry 1, beating the second structure by 3.857 eV.

Entry 1
The following is a DFT calculation (ωB97M-V with the def2-TZVPD basis set) of 2 unconnected molecules or ions with the total composition C4H11NS.

Summary:
- Kohn-Sham gap: 9.47 eV

XYZ file:
```
17
Properties=species:S:1:pos:R:3:nbo_charge:R:1
C 2.363 -1.784 0.264 -0.053
N 2.466 -1.544 -0.983 -0.397
C 1.608 -0.594 -1.615 -0.455
H 3.204 -2.335 0.800 0.154
H 1.619 -1.622 1.063 0.147
H 1.888 -0.712 -2.735 0.199
H 0.551 -0.817 -1.565 0.189
H 1.900 0.409 -1.238 0.216
C -1.882 1.657 -0.631 -0.742
S -1.137 1.902 1.005 0.160
C -1.550 0.368 1.967 -0.721
H -1.870 0.603 -0.915 0.219
H -2.914 1.902 -0.637 0.208
H -1.332 2.461 -1.251 0.238
H -0.915 0.363 2.768 0.217
H -1.372 -0.571 1.386 0.209
H -2.626 0.313 2.316 0.213
```

Entry 2
The following is a DFT calculation (ωB97M-V with the def2-TZVPD basis set) of 2 unconnected molecules or ions with the total composition C4H11NS.

Summary:
- Kohn-Sham gap: 9.85 eV

XYZ file:
```
17
Properties=species:S:1:pos:R:3:nbo_charge:R:1
C -0.066 2.605 -0.013 -0.072
N -1.103 1.993 0.371 -0.378
C -1.932 1.421 -0.680 -0.452
H 0.506 3.198 0.693 0.176
H 0.256 2.582 -1.058 0.138
H -2.142 0.380 -0.414 0.202
H -1.569 1.441 -1.710 0.174
H -2.892 1.927 -0.584 0.213
C 1.156 -2.324 1.295 -0.617
C 0.726 -1.358 0.210 -0.508
S 1.662 -1.633 -1.326 -0.055
H 2.223 -2.281 1.511 0.212
H 0.920 -3.346 0.993 0.210
H 0.602 -2.144 2.215 0.220
H -0.348 -1.485 0.069 0.205
H 0.867 -0.319 0.496 0.214
H 1.134 -0.657 -2.068 0.118
```

Entry 3
The following is a DFT calculation (ωB97M-V with the def2-TZVPD basis set) of 2 unconnected molecules or ions with the total composition C4H11NS.

Summary:
- Kohn-Sham gap: 9.11 eV

XYZ file:
```
17
Properties=species:S:1:pos:R:3:nbo_charge:R:1
C -2.976 -0.999 1.521 -0.531
C -2.615 0.286 1.239 0.028
N -2.047 0.964 0.173 -0.822
H -2.839 -1.729 0.786 0.182
H -3.208 -1.362 2.466 0.207
H -2.884 1.001 2.100 0.180
H -2.006 0.687 -0.789 0.381
H -2.109 1.943 0.121 0.379
C 1.230 0.233 0.034 -0.775
S 2.160 -1.203 -0.434 0.173
C 3.318 -0.481 -1.702 -0.715
H 0.296 0.470 -0.603 0.224
H 1.902 1.048 -0.196 0.210
H 1.176 0.129 1.210 0.247
H 4.032 -1.230 -1.974 0.226
H 2.854 -0.174 -2.624 0.203
H 3.717 0.417 -1.327 0.203
```

The winner here is entry 2, beating the second structure by 0.804 eV.

Entry 1
The following is a DFT calculation (ωB97M-V with the def2-TZVPD basis set) of a single C5H8O molecule.

Summary:
- Kohn-Sham gap (spin up / spin down): 8.05 / 8.06 eV

XYZ file:
```
14
Properties=species:S:1:pos:R:3:nbo_charge:R:1
C -1.847 0.276 -0.648 -0.623
C -0.510 0.124 0.016 -0.137
C 0.609 0.831 -0.283 -0.059
C 1.886 0.267 0.265 -0.133
O 1.733 -1.053 -0.067 -0.610
C -0.208 -1.050 0.763 -0.042
H -2.169 -0.650 -1.144 0.218
H -1.804 1.067 -1.397 0.223
H -2.629 0.537 0.072 0.218
H 0.618 1.572 -1.070 0.202
H 2.043 0.407 1.344 0.142
H 2.783 0.696 -0.193 0.184
H 0.317 -1.086 1.691 0.214
H -0.822 -1.940 0.650 0.202
```

Entry 2
The following is a DFT calculation (ωB97M-V with the def2-TZVPD basis set) of 3 unconnected molecules or ions with the total composition C5H8O.

Summary:
- Kohn-Sham gap: 9.22 eV

XYZ file:
```
14
Properties=species:S:1:pos:R:3:nbo_charge:R:1
C 1.450 -0.377 0.555 -0.397
C -1.533 1.057 0.118 -0.644
C 0.847 0.375 -0.459 0.401
C -0.619 -0.083 -0.222 -0.053
C -0.999 -1.350 -0.384 -0.329
O 1.166 1.167 -1.320 -0.573
H 2.862 -0.894 0.140 0.192
H 1.302 -0.098 1.595 0.227
H 3.138 -0.113 0.350 0.092
H -1.430 1.846 -0.628 0.239
H -2.571 0.728 0.160 0.217
H -1.270 1.489 1.085 0.217
H -0.297 -2.125 -0.651 0.214
H -2.047 -1.623 -0.341 0.199
```

Entry 3
The following is a DFT calculation (ωB97M-V with the def2-TZVPD basis set) of a single C5H8O molecule.

Summary:
- Kohn-Sham gap: 10.18 eV

XYZ file:
```
14
Properties=species:S:1:pos:R:3:nbo_charge:R:1
C -0.631 1.211 -0.052 -0.084
O -1.458 -0.053 -0.147 -0.562
C -0.693 -1.101 0.158 -0.053
C 0.536 -0.567 -0.423 -0.250
C 1.851 -0.062 -0.081 -0.346
C 0.594 0.659 0.475 -0.301
H -0.648 1.671 -1.065 0.188
H -1.121 1.897 0.539 0.191
H -1.271 -2.177 -0.108 0.199
H -0.609 -1.315 1.291 0.139
H 0.329 -0.389 -1.449 0.209
H 2.230 -0.571 0.933 0.226
H 2.540 0.201 -0.831 0.236
H 0.274 0.261 1.408 0.208
```

The winner here is entry 1, beating the second structure by 1.384 eV.

Entry 1
The following is a DFT calculation (ωB97M-V with the def2-TZVPD basis set) of a single C5H8O molecule.

Summary:
- Kohn-Sham gap: 10.57 eV

XYZ file:
```
14
Properties=species:S:1:pos:R:3:nbo_charge:R:1
C -1.802 -0.193 0.564 -0.727
C -0.815 0.850 -0.008 0.604
O -0.894 2.027 0.257 -0.540
C 0.282 0.146 -0.747 -0.344
C 1.782 0.267 -0.743 -0.396
C 1.096 -0.516 0.332 -0.400
H -2.754 -0.140 0.034 0.236
H -1.458 -1.234 0.508 0.215
H -1.982 0.033 1.617 0.238
H -0.100 -0.528 -1.511 0.225
H 2.321 1.162 -0.450 0.230
H 2.268 -0.297 -1.538 0.223
H 1.006 -1.588 0.401 0.216
H 1.049 0.011 1.283 0.218
```

Entry 2
The following is a DFT calculation (ωB97M-V with the def2-TZVPD basis set) of a single C5H8O molecule.

Summary:
- Kohn-Sham gap: 10.88 eV

XYZ file:
```
14
Properties=species:S:1:pos:R:3:nbo_charge:R:1
C -0.369 1.504 0.390 -0.613
C -0.561 0.376 -0.600 -0.189
C 0.582 -0.368 -1.208 -0.407
C -0.272 -1.057 -0.177 -0.356
C 0.427 -1.217 1.134 0.445
O -0.033 -1.704 2.137 -0.515
H 0.544 1.365 0.976 0.207
H -0.296 2.471 -0.116 0.216
H -1.207 1.543 1.095 0.220
H -1.439 0.492 -1.235 0.221
H 1.576 -0.119 -0.836 0.208
H 0.562 -0.670 -2.249 0.227
H -0.998 -1.824 -0.438 0.242
H 1.471 -0.824 1.110 0.094
```

Entry 3
The following is a DFT calculation (ωB97M-V with the def2-TZVPD basis set) of a single C5H8O molecule.

Summary:
- Kohn-Sham gap: 11.00 eV

XYZ file:
```
14
Properties=species:S:1:pos:R:3:nbo_charge:R:1
C 2.875 0.160 0.043 -0.244
C 1.729 0.505 0.190 -0.021
C 0.317 0.871 0.295 -0.511
C -0.633 -0.366 0.347 0.117
C -1.860 -0.142 -0.517 -0.618
O -0.039 -1.550 -0.130 -0.720
H 3.890 -0.137 -0.106 0.241
H 0.071 1.501 -0.567 0.237
H 0.163 1.487 1.188 0.240
H -0.940 -0.500 1.397 0.154
H -1.540 -0.044 -1.561 0.212
H -2.529 -1.004 -0.449 0.222
H -2.408 0.759 -0.223 0.206
H 0.902 -1.540 0.094 0.483
```

The winner here is entry 2, beating the second structure by 0.293 eV.

Entry 1
The following is a DFT calculation (ωB97M-V with the def2-TZVPD basis set) of 3 unconnected molecules or ions with the total composition C6H16N2O.

Summary:
- Kohn-Sham gap (spin up / spin down): 7.23 / 6.93 eV

XYZ file:
```
25
Properties=species:S:1:pos:R:3:nbo_charge:R:1
C -1.698 -0.116 1.007 0.299
C -1.283 0.490 2.310 -0.688
C -2.099 -1.554 1.010 -0.701
O -2.585 0.714 0.283 -0.771
H -3.504 0.423 0.405 0.466
H 0.501 -0.691 0.199 0.393
H -2.114 0.524 3.037 0.203
H -0.943 1.522 2.177 0.213
H -0.473 -0.082 2.772 0.212
H -2.206 -1.940 -0.006 0.227
H -3.068 -1.707 1.527 0.190
H -1.365 -2.170 1.535 0.218
C 2.693 -0.425 -2.166 -0.708
N 0.184 0.117 -0.295 -0.504
C 2.182 0.470 -1.097 0.036
N -0.540 -0.085 -1.482 -0.658
C 2.849 1.338 -0.365 -0.545
H 0.244 1.014 0.156 0.384
H -0.063 0.433 -2.213 0.352
H -1.480 0.279 -1.340 0.378
H 2.461 -1.472 -1.949 0.219
H 2.227 -0.204 -3.132 0.216
H 3.784 -0.342 -2.296 0.202
H 2.377 1.928 0.424 0.181
H 3.918 1.534 -0.501 0.184
```

Entry 2
The following is a DFT calculation (ωB97M-V with the def2-TZVPD basis set) of a molecular structure, C6H16N2O.

Summary:
- Kohn-Sham gap: 8.55 eV

XYZ file:
```
25
Properties=species:S:1:pos:R:3:nbo_charge:R:1
C -1.461 -0.065 0.278 0.377
C -2.652 -0.203 -0.628 -0.681
C -1.115 1.213 0.754 -0.788
C -1.139 -1.272 1.112 -0.688
N 0.041 -0.492 -1.319 -0.799
H -0.366 -0.119 -2.171 0.378
H 0.211 -1.488 -1.428 0.363
H -0.691 1.257 1.752 0.231
H -1.919 -1.388 1.869 0.229
H -1.112 -2.181 0.508 0.203
H -3.546 -0.326 -0.011 0.234
H -2.789 0.681 -1.250 0.224
H -2.570 -1.080 -1.272 0.211
H -0.008 1.532 -0.044 0.450
H -1.808 2.017 0.525 0.227
H -0.178 -1.147 1.606 0.251
C 3.001 0.467 0.710 -0.417
N 1.858 -0.285 0.200 -0.666
C 1.293 0.311 -1.024 0.417
O 0.929 1.592 -0.866 -0.775
H 2.146 -1.240 0.004 0.343
H 2.009 0.203 -1.873 0.100
H 3.350 0.001 1.632 0.194
H 3.839 0.532 -0.002 0.163
H 2.677 1.480 0.940 0.217
```

The winner here is entry 2, beating the second structure by 4.119 eV.